(1)
Computed, not measured: C16H24N4O3S as an isolated structure at a distorted geometry, with wB97M-V/def2-TZVPD.

Positions of all 48 atoms, in Å:
S  2.6091  0.7705  -3.5196
O  1.7870  0.7885  -0.5078
O  3.9144  0.8782  -3.4633
O  1.7255  1.4351  -4.6042
N  1.8029  2.0569  -2.3870
N  -0.1160  -3.1284  1.3324
N  0.2696  -3.7974  -0.8703
N  -0.2707  -4.0636  0.2782
C  -1.5136  3.9332  0.1430
C  1.7140  2.0031  -0.8701
C  -0.8426  -0.7204  1.6141
C  0.8994  3.0833  -0.2413
C  -1.4866  3.8465  1.6376
C  2.1532  -2.5459  -1.5054
C  -0.6784  2.7388  -0.5774
C  1.8436  -0.6880  -2.7981
C  -1.1128  -3.7024  2.2727
C  0.3564  -0.8826  -2.8091
C  -1.6879  -1.3359  2.7832
C  2.5004  -1.5413  -2.2766
C  0.2297  -1.7637  1.4366
C  0.5987  -2.6084  -1.3196
C  -2.2613  -2.4953  2.8559
C  -0.1086  -1.7197  -2.0792
H  -1.2960  -1.8745  -2.1726
H  -0.6432  4.0179  2.1982
H  1.5653  3.9796  -0.5709
H  -0.7980  2.9736  -1.6723
H  -1.2193  2.0525  -0.3064
H  -0.9861  5.0002  -0.3460
H  -0.0594  0.0055  -3.2605
H  -0.5301  0.1563  1.6724
H  1.0597  2.9523  0.7706
H  -2.2925  4.5909  2.0903
H  3.7348  -1.3890  -2.0532
H  1.5261  2.9292  -2.6734
H  -1.6866  -0.7270  0.7562
H  -0.9593  -1.2498  3.6722
H  -2.4618  4.1428  -0.3292
H  0.8067  -1.6885  2.1098
H  0.7425  -1.6139  0.3713
H  -0.2506  -3.5346  3.3177
H  -2.8190  -2.9665  3.6034
H  -2.6767  -2.7373  2.0966
H  -1.9818  2.9353  1.9475
H  -1.3483  -4.6555  2.3909
H  2.8247  -3.3913  -1.1413
H  -2.5767  -0.4494  3.0039

Summary:
HOMO energy: -8.25 eV
Calculated total energy: -39898.7064 eV
Max |F|: 0.3605 hartree/bohr
Total charge: 0
Molar mass: 352.46 u
ΔE to the lowest compared entry with this formula, charge and spin: 2258.5 kJ/mol
Frontier orbital gap: 8.0 eV

(2)
Computed, not measured: C16H24N4O5S3SiTl as an isolated structure at a distorted geometry, with wB97M-V/def2-TZVPD.

Positions of all 54 atoms, in Å:
Tl  0.4071  -0.1497  -0.1109
S  2.9649  0.7106  0.0313
S  2.7109  -1.3310  -0.0506
S  0.8473  -0.7712  -4.9813
Si  -0.0339  3.4637  -0.0965
O  4.3614  1.0375  0.1110
O  2.3067  1.1168  -1.2197
O  -0.9538  -3.1256  -0.3151
O  0.0380  0.8716  3.0679
O  2.1815  1.1049  1.2210
N  -0.7588  1.8846  -0.2055
N  -0.8276  -2.1872  0.5142
N  -0.0596  -0.4736  -2.6324
N  -0.2036  -0.2410  2.2870
C  -0.6579  4.4237  -1.6500
C  -3.9761  0.1091  -0.3515
C  -1.2961  -2.2234  1.7304
C  -2.0558  -3.4378  2.1948
C  -1.1118  -1.0890  2.6085
C  -4.8742  1.0893  0.0407
C  1.8408  3.7651  -0.1105
C  -3.0434  2.6462  0.1530
C  -4.3880  2.3673  0.2653
C  0.8013  -1.1551  -3.3004
C  -1.9461  -0.9572  3.8537
C  -0.5725  4.4055  1.5063
C  -0.4047  0.3815  -4.7117
C  -2.1010  1.6534  -0.1706
C  -0.7508  0.4003  -3.4016
C  -2.6307  0.3866  -0.4688
H  -0.7235  3.7189  2.3322
H  -1.4926  4.9660  1.3763
H  -0.3260  5.4579  -1.6520
H  -0.7942  0.9651  -5.5195
H  -1.8063  -3.6892  3.2211
H  -1.9587  -0.3956  -0.7924
H  -4.3295  -0.8918  -0.5628
H  0.8077  1.2726  2.6089
H  -2.0915  0.1004  4.0646
H  -1.7411  4.4220  -1.7104
H  -3.1348  -3.2971  2.1219
H  -5.9249  0.8617  0.1635
H  2.3154  3.3188  0.7556
H  0.1857  5.1180  1.8150
H  -2.7044  3.6461  0.3414
H  2.0536  4.8338  -0.1049
H  -1.5106  1.0092  -2.9466
H  -5.0668  3.1625  0.5502
H  -1.4195  -1.3965  4.7016
H  -1.7757  -4.2638  1.5420
H  -0.2718  3.9564  -2.5519
H  1.4327  -1.9040  -2.8603
H  -2.9140  -1.4409  3.7453
H  2.3003  3.3275  -0.9873

Summary:
HOMO energy: -4.85 eV
Calculated total energy: -78256.1130 eV
Max |F|: 0.0405 hartree/bohr
Total charge: -1
Molar mass: 681.06 u
ΔE to the lowest compared entry with this formula, charge and spin: 174.0 kJ/mol
Frontier orbital gap: 7.1 eV

(3)
Computed, not measured: C16H24N5O2Pd as an isolated structure at a distorted geometry, with wB97M-V/def2-TZVPD.

Positions of all 48 atoms, in Å:
Pd  -8.8606  -8.3248  9.2931
O  -9.3685  -11.0763  8.4456
O  -10.9575  -10.3083  9.9563
N  -10.5613  -7.6687  10.4942
N  -8.2462  -6.1716  8.7070
N  -6.9102  -10.0152  10.6139
N  -7.4004  -8.9647  7.8406
N  -5.5013  -8.6327  9.2458
C  -5.8550  -8.1038  11.5452
C  -6.3956  -8.4108  12.8376
C  -7.8985  -9.0965  6.5846
C  -5.2376  -8.6744  6.8126
C  -7.1671  -9.0848  5.4426
C  -7.2218  -9.5605  12.9436
C  -7.4603  -10.2925  11.7812
C  -10.6632  -6.5544  11.3956
C  -7.5602  -5.3724  9.7877
C  -5.7316  -8.9812  5.5710
C  -9.9153  -5.3172  10.9053
C  -6.0561  -8.7413  7.9542
C  -9.7729  -10.1848  9.1878
C  -11.3633  -11.7216  10.1384
C  -6.1263  -9.0057  10.4732
C  -8.4186  -5.3487  11.0711
H  -11.7467  -6.3611  11.4885
H  -10.8362  -8.5060  11.0102
H  -8.0965  -11.1153  11.8345
H  -8.0254  -6.2275  11.6297
H  -5.0535  -7.3055  11.4145
H  -11.2047  -12.3369  9.2368
H  -7.6204  -9.3366  4.4934
H  -6.5348  -5.8195  9.9552
H  -7.5007  -4.3193  9.4054
H  -4.2446  -8.3242  7.1035
H  -5.0286  -9.3049  4.8251
H  -11.2342  -7.6506  9.7464
H  -8.9606  -9.2452  6.5464
H  -10.2095  -5.0122  9.8648
H  -10.3776  -4.5144  11.5152
H  -7.6109  -6.1791  7.8867
H  -9.1327  -5.6853  8.4485
H  -8.0701  -4.4746  11.6261
H  -12.4147  -11.6071  10.3442
H  -4.4928  -8.4191  9.3041
H  -6.1849  -7.7373  13.6881
H  -7.5483  -10.0124  13.8599
H  -10.2638  -6.7944  12.3874
H  -10.7597  -12.1292  10.9945

Summary:
HOMO energy (alpha / beta): -9.70 / -11.43 eV
Calculated total energy: -31998.5486 eV
Max |F|: 0.0702 hartree/bohr
Total charge: +1
Molar mass: 424.82 u
Multiplicity: 3
ΔE to the lowest compared entry with this formula, charge and spin: 28.2 kJ/mol
Frontier orbital gap (alpha / beta): 7.3 / 6.4 eV
Expectation value of S²: 2.00

(4)
Computed, not measured: C16H24O16Rb3S as an isolated structure at a distorted geometry, with wB97M-V/def2-TZVPD.

Positions of all 60 atoms, in Å:
Rb  1.7989  -4.3526  -2.3338
Rb  -2.4803  -3.7474  -1.1930
Rb  -0.3673  -2.3828  -4.8918
S  -0.0409  -1.4891  -1.5233
O  3.2793  2.5965  -0.8255
O  1.0477  -1.4639  -2.5174
O  -2.6903  1.5011  2.3031
O  -4.6034  1.7432  -0.7571
O  -1.3094  3.0681  1.8258
O  -3.2531  3.7557  2.6213
O  3.7780  0.8079  0.3526
O  4.3835  2.9185  1.1342
O  -4.1891  3.9645  -0.5404
O  0.0024  -0.2905  -0.6849
O  -2.7862  2.5722  -1.6138
O  0.1094  -2.7101  -0.7528
O  -1.2821  -1.5467  -2.3096
O  2.6649  -1.8040  5.4754
O  2.1628  -3.3621  3.8648
O  1.7199  -1.2822  3.4641
C  1.6784  -1.9105  2.2017
C  2.8909  1.7339  -2.9995
C  2.2433  -2.1235  4.3596
C  -2.4826  2.8704  2.2572
C  3.7786  2.1716  0.3433
C  -1.5796  0.7971  1.8087
C  2.6215  1.5616  -1.5251
C  1.1261  -4.4425  1.9377
C  -0.6889  1.9182  1.2752
C  -3.9002  2.8650  -0.9616
C  0.7848  1.8774  1.7215
C  -4.9872  0.1177  -2.4581
C  3.2951  0.2974  -0.9108
C  -4.0093  0.7061  -1.4307
C  -2.7352  1.2618  -2.0433
C  2.0994  -3.3483  2.4631
H  1.3474  0.9834  1.4527
H  1.5424  1.6646  -1.4108
H  -5.1050  0.6275  -3.4143
H  -0.7127  1.9365  0.1857
H  2.4273  -1.3546  1.6376
H  -0.9974  0.2893  2.5777
H  1.5559  -5.4164  2.1723
H  0.8081  1.8447  2.8108
H  -1.8718  0.7446  -1.6248
H  0.7267  -1.8628  1.6725
H  2.4978  -0.4280  -0.7486
H  2.3330  0.9342  -3.4867
H  -3.7334  -0.0229  -0.6688
H  0.9985  -4.3162  0.8626
H  -2.7066  1.1507  -3.1272
H  1.4139  2.7391  1.4983
H  3.9521  1.7844  -3.2430
H  -4.5710  -0.8533  -2.7266
H  3.0019  -3.5819  1.8985
H  4.0503  -0.1238  -1.5743
H  0.1779  -4.3455  2.4665
H  -5.9714  -0.1212  -2.0552
H  2.4657  2.7125  -3.2223
H  -1.7095  0.1649  0.9304

Summary:
HOMO energy: -11.56 eV
Calculated total energy: -62538.5403 eV
Max |F|: 0.0881 hartree/bohr
Total charge: +1
Molar mass: 760.82 u
ΔE to the lowest compared entry with this formula, charge and spin: 102.1 kJ/mol
Frontier orbital gap: 6.2 eV

(5)
Computed, not measured: one molecule with the formula C16H24O5, with wB97M-V/def2-TZVPD.

Positions of all 45 atoms, in Å:
O  2.8829  2.6714  1.5190
O  2.6826  -0.0120  -0.8496
O  -3.2692  -0.2144  -0.5348
O  0.3351  1.4616  -1.0363
O  -3.0637  1.9325  0.3479
C  1.3919  -2.7338  1.0592
C  2.9753  -1.2703  -0.2575
C  3.3951  2.2125  -1.3380
C  0.8134  -2.1293  -1.1878
C  -0.3792  -2.8205  -1.0688
C  0.2029  -3.4346  1.1739
C  -3.8266  -0.8158  0.6174
C  -1.1964  0.4989  0.5775
C  -2.4075  0.8681  -0.2843
C  -0.6865  -3.4742  0.1135
C  1.1363  1.0680  1.2609
C  -3.9964  2.5989  -0.4752
C  3.2572  1.1362  -0.2569
C  2.4501  1.7248  0.9112
C  -0.0252  1.4602  0.3161
C  1.7054  -2.0749  -0.1224
H  -4.7614  1.9094  -0.8447
H  -4.1945  -0.0580  1.3142
H  -0.0312  -3.9432  2.0974
H  2.0784  -2.6975  1.8937
H  -1.6182  -4.0115  0.2078
H  -3.4926  3.0638  -1.3300
H  -0.8947  -0.5185  0.3216
H  4.0220  1.8451  -2.1458
H  2.4124  2.4574  -1.7319
H  0.8669  1.3694  2.2738
H  0.8687  0.6700  -1.2162
H  -3.0953  -1.4525  1.1262
H  1.2502  -0.0158  1.2251
H  -1.4821  0.5454  1.6277
H  3.4512  -1.1446  0.7215
H  1.0586  -1.6166  -2.1056
H  -2.0650  1.1643  -1.2891
H  3.8418  3.1010  -0.9021
H  -1.0728  -2.8421  -1.8953
H  -4.6572  -1.4264  0.2675
H  4.2586  0.8993  0.1353
H  3.6816  -1.8024  -0.9136
H  -4.4574  3.3656  0.1438
H  -0.3457  2.4849  0.5337

Summary:
HOMO energy: -9.28 eV
Calculated total energy: -27217.9418 eV
Max |F|: 0.0169 hartree/bohr
Total charge: 0
Molar mass: 296.36 u
ΔE to the lowest compared entry with this formula, charge and spin: 14.9 kJ/mol
Frontier orbital gap: 10.0 eV
SMILES string: COC(C[C@H](O)CC(=O)[C@H](C)OCc1ccccc1)OC

(6)
Computed, not measured: a 7-piece molecular cluster, C16H25B3IN7O4 overall at a distorted geometry, with wB97M-V/def2-TZVPD.

Positions of all 56 atoms, in Å:
I  -2.4206  3.1702  1.3043
O  -1.7341  0.4203  2.3337
O  1.8321  -0.4340  1.8537
O  1.5004  -1.2317  -0.4644
O  0.9197  1.1046  0.0487
N  -4.8361  4.8588  2.3537
N  -0.6225  -3.2660  -4.5018
N  4.6419  -4.5207  -3.4363
N  1.4110  3.0394  4.7532
N  -2.1859  -1.7632  -0.5893
N  -6.4165  -3.0574  -3.4516
N  5.0440  3.6218  1.8304
C  5.7177  -2.2253  -4.2817
C  0.7161  3.9766  4.8957
C  5.1151  -3.5112  -3.8080
C  -1.2391  1.5576  2.1397
C  4.7762  1.3457  0.4570
C  -5.4274  -3.4190  -2.9294
C  -0.1683  5.1707  5.0764
C  -1.9328  -0.6953  -1.3047
C  -4.1680  -3.8791  -2.2638
C  0.3653  -3.6309  -3.9781
C  -0.5075  -0.2323  -1.8445
C  1.6231  -4.0917  -3.3083
C  -5.6461  4.1054  2.7496
C  0.3278  1.6985  2.5225
C  -6.6777  3.1457  3.2541
C  4.9264  2.6209  1.2266
B  1.0913  0.7277  1.4394
B  1.5723  -1.5269  0.9470
B  0.6376  -0.0811  -0.7138
H  -4.3398  -4.8336  -1.7637
H  1.4345  -2.6514  1.3006
H  6.7023  -2.4138  -4.7118
H  0.6924  2.7795  2.4581
H  -0.1438  5.4958  6.1174
H  -2.8438  -0.0640  -1.6069
H  -3.8473  -3.1420  -1.5245
H  5.8208  -1.5337  -3.4445
H  -1.2819  -2.2385  -0.4264
H  5.7262  1.0788  -0.0084
H  -0.1348  -0.8777  -2.7158
H  -1.1945  4.9164  4.8059
H  0.1763  5.9867  4.4398
H  1.9433  -3.3528  -2.5716
H  2.4115  -4.2208  -4.0483
H  -6.9453  2.4412  2.4654
H  -0.6590  0.8210  -2.2938
H  -6.2833  2.5925  4.1076
H  5.0776  -1.7735  -5.0409
H  4.0206  1.4682  -0.3208
H  1.4483  -5.0436  -2.8051
H  0.4641  1.3393  3.5941
H  -7.5706  3.6905  3.5638
H  -3.3789  -4.0037  -3.0074
H  4.4695  0.5411  1.1273

Summary:
HOMO energy: -9.73 eV
Calculated total energy: -45750.7253 eV
Max |F|: 0.0918 hartree/bohr
Total charge: 0
Molar mass: 538.76 u
Frontier orbital gap: 9.6 eV
SMILES string: [H]/N=C\CB1OBOB(CC(=O)I)O1.CC#N.CC#N.CC#N.CC#N.CC#N.CC#N